Record 1
C3H6O | ωB97M-V/def2-TZVPD

gap between HOMO and LUMO (spin up / spin down): 8.5 / 9.4 eV
energy above the lowest of the compared OMol25 structures with the same formula, charge and spin: 559.19 kJ/mol
E_HOMO (spin up / spin down): -8.0 / -8.6 eV

Structure (XYZ):
```
10
Properties=species:S:1:pos:R:3:mulliken_charge:R:1
C -0.06 1.49 -0.81 -0.094
C -0.42 0.85 0.41 -0.225
C 0.40 -1.99 0.48 -0.931
O -1.40 1.00 -0.51 -0.310
H 0.18 2.54 -0.96 0.245
H 0.47 0.87 -1.59 0.150
H -0.40 1.12 1.53 0.241
H 0.96 -2.18 -0.40 0.283
H -0.63 -1.78 0.45 0.333
H 0.91 -1.91 1.39 0.307
```

---

Record 2
C3H6O | ωB97M-V/def2-TZVPD

gap between HOMO and LUMO: 10.8 eV
energy above the lowest of the compared OMol25 structures with the same formula, charge and spin: 107.64 kJ/mol
SMILES string: C=CCO
E_HOMO: -9.8 eV

Structure (XYZ):
```
10
Properties=species:S:1:pos:R:3:mulliken_charge:R:1
C -1.53 -0.58 -0.18 -0.801
C -0.21 -0.58 -0.13 0.050
C 0.58 0.66 0.24 -0.397
O 1.96 0.37 0.49 -0.508
H -2.10 -1.48 -0.35 0.253
H -2.09 0.33 -0.04 0.247
H 0.31 -1.50 -0.33 0.306
H 0.50 1.43 -0.53 0.272
H 0.19 1.04 1.18 0.284
H 2.40 0.31 -0.36 0.295
```

---

Record 3
C3H6O | ωB97M-V/def2-TZVPD

gap between HOMO and LUMO: 10.1 eV
energy above the lowest of the compared OMol25 structures with the same formula, charge and spin: 92.00 kJ/mol
SMILES string: CC(C)=O
E_HOMO: -9.4 eV

Structure (XYZ):
```
10
Properties=species:S:1:pos:R:3:mulliken_charge:R:1
C -1.39 0.01 0.17 -0.954
C 0.10 0.04 0.52 0.658
C 1.33 -0.29 -0.38 -0.940
O 0.23 0.96 1.29 -0.498
H -1.72 1.06 0.03 0.277
H -1.48 -0.51 -0.77 0.307
H -2.01 -0.40 0.98 0.282
H 1.31 -1.17 -1.03 0.323
H 1.37 0.61 -1.00 0.241
H 2.27 -0.30 0.19 0.304
```

---

Here are the calculated E numbers, same order: -5249.89870, -5254.57869, -5254.74075 (eV).